This record from the OMol25 dataset describes a structure of composition C22H26FMoN5SSi. The level of theory is ωB97M-V/def2-TZVPD.

```
57
Properties=species:S:1:pos:R:3:lowdin_charge:R:1
Mo 0.62394 0.38287 -0.36009 1.34
C 2.20750 0.55741 1.52066 -0.23
C 2.88495 1.59550 0.83271 -0.12
C 4.02562 1.30974 0.09982 -0.08
C 4.49693 -0.00076 0.02393 -0.07
C 3.80737 -1.03290 0.64102 -0.08
C 2.65956 -0.75954 1.38055 -0.10
H 1.48044 0.77038 2.29306 0.09
H 2.57463 2.62542 0.96023 0.11
H 4.56167 2.10570 -0.39899 0.13
H 5.40794 -0.20665 -0.52218 0.13
H 4.17105 -2.04939 0.57217 0.12
H 2.15584 -1.54949 1.92233 0.11
N 1.14371 -0.82893 -4.48623 0.14
C 0.85585 -0.16413 -3.37159 -0.76
S 2.03538 -0.27385 -2.03670 0.73
N -0.22699 0.55418 -3.29277 0.03
N -0.31318 1.18175 -2.08297 -0.19
C -1.00623 2.25431 -1.99330 -0.02
C -1.00729 2.93206 -0.70496 -0.24
C -1.72274 4.09279 -0.48082 0.03
C -1.65865 4.68179 0.77496 0.01
C -0.88580 4.08627 1.75739 0.00
C -0.18805 2.92945 1.45366 -0.09
N -0.22956 2.35646 0.24722 -0.01
H 1.99838 -1.35125 -4.57316 0.11
H 0.54938 -0.73331 -5.29583 0.13
H -1.52327 2.64613 -2.86310 0.15
H -2.31247 4.51796 -1.28117 0.14
H -2.20247 5.59350 0.98318 0.13
H -0.81017 4.51209 2.74759 0.13
H 0.42840 2.45277 2.20160 0.11
C 1.43711 -3.57213 -0.37343 -0.16
Si -0.30403 -2.98422 -0.17086 0.49
C -1.10692 -3.64482 1.35989 -0.14
C -1.33321 -3.15942 -1.69649 -0.14
N -0.26851 -1.13649 0.09219 -0.23
C -1.40166 -0.51172 0.73719 -0.34
C -2.53217 -0.13422 -0.00283 -0.03
C -3.61118 0.45049 0.62767 -0.04
C -3.58428 0.64977 2.00534 -0.02
C -2.49250 0.25861 2.76639 0.03
C -1.42102 -0.32412 2.12302 -0.25
F -0.36795 -0.72680 2.84060 0.09
H 1.39550 -4.60675 -0.72568 0.06
H 1.98718 -3.57977 0.56793 0.04
H 1.99335 -2.99387 -1.11116 0.00
H -1.13034 -4.73602 1.29641 0.06
H -2.13845 -3.30667 1.47089 0.05
H -0.54731 -3.38373 2.25966 0.04
H -1.37186 -4.21208 -1.98730 0.06
H -0.90402 -2.59504 -2.52772 0.03
H -2.36167 -2.82866 -1.54400 0.04
H -2.53470 -0.32255 -1.07026 0.12
H -4.48254 0.73323 0.05328 0.12
H -4.43541 1.09878 2.50019 0.13
H -2.46510 0.37985 3.84086 0.14
```

Values from the calculation:
Kohn-Sham gap (eV): 7.118
Relative energy (zero: lowest compared OMol25 entry of this formula, charge and spin) (kcal/mol): 0.00
Net charge: +2
HOMO (eV): -14.6

This record from the OMol25 dataset describes a structure of composition C22H26IrN2O2S3Si. The level of theory is ωB97M-V/def2-TZVPD.

```
57
Properties=species:S:1:pos:R:3:lowdin_charge:R:1
Ir -0.04570 -0.22115 -0.01154 0.71
S 0.69272 -0.64583 -2.24722 0.66
C 0.81924 0.83598 -3.15662 -0.68
C 1.14722 0.83704 -4.51135 -0.13
C 1.26328 2.03564 -5.19771 -0.13
C 1.04582 3.24241 -4.54071 -0.13
C 0.71057 3.24844 -3.19535 -0.13
C 0.59819 2.04386 -2.50675 -0.69
S 0.20762 1.95377 -0.81648 0.63
H 1.31095 -0.10490 -5.02151 0.09
H 1.51893 2.03037 -6.25056 0.09
H 1.13205 4.17871 -5.07875 0.09
H 0.53494 4.18304 -2.67601 0.09
C 4.77380 -2.27162 6.15380 -0.06
C 3.48247 -2.30372 5.38287 -0.28
C 3.40594 -1.76620 4.10162 -0.03
C 2.22824 -1.81990 3.37171 -0.04
C 1.10675 -2.41435 3.93160 -0.27
C 1.15860 -2.94926 5.20912 -0.05
C 2.34342 -2.89183 5.92560 -0.05
S -0.40183 -2.52483 2.98485 0.58
O -0.30048 -3.69350 2.15629 -0.30
O -1.47562 -2.48067 3.94814 -0.31
N -0.35527 -1.20605 2.06846 -0.20
C -0.54244 0.00636 2.66138 -0.40
C -0.75877 0.34903 4.00694 -0.01
C -0.88109 1.68050 4.32741 -0.07
C -0.80153 2.64743 3.32745 -0.08
C -0.59315 2.23777 2.03081 -0.18
N -0.45840 0.94803 1.70537 -0.11
H 5.41040 -1.45147 5.82229 0.07
H 5.33335 -3.19902 6.01072 0.08
H 4.59755 -2.15691 7.22376 0.07
H 4.27810 -1.29163 3.66722 0.11
H 2.17146 -1.39444 2.37675 0.11
H 0.26925 -3.39029 5.63966 0.11
H 2.38300 -3.30335 6.92799 0.11
H -0.84574 -0.42207 4.75348 0.10
H -1.04727 1.96861 5.35821 0.10
H -0.90246 3.70134 3.54269 0.09
H -0.53075 2.95052 1.22203 0.03
C -2.59659 -2.05995 -2.19881 -0.21
Si -1.85138 -2.85314 -0.66255 0.41
C -1.81125 -4.70814 -1.02439 -0.19
C -3.07881 -2.53850 0.72360 -0.19
C -0.07505 -2.28197 -0.46635 -0.51
H -3.60164 -2.46312 -2.35988 0.02
H -2.00026 -2.24050 -3.09429 0.02
H -2.66948 -0.97719 -2.07636 0.02
H -2.82171 -5.08472 -1.20685 0.02
H -1.38321 -5.26977 -0.19169 0.02
H -1.20964 -4.90445 -1.91529 0.02
H -4.07370 -2.67427 0.28608 0.02
H -3.01549 -1.51391 1.09297 0.02
H -2.97669 -3.21478 1.57064 0.02
H 0.40395 -2.64004 -1.37974 -0.06
H 0.49709 -2.69673 0.35359 -0.02
```

Values from the calculation:
Kohn-Sham gap (eV): 6.235
Relative energy (zero: lowest compared OMol25 entry of this formula, charge and spin) (kcal/mol): 56.13
Net charge: -1
HOMO (eV): -3.8

This record from the OMol25 dataset describes a structure of composition C22H26N2O9S. The level of theory is ωB97M-V/def2-TZVPD.

```
60
Properties=species:S:1:pos:R:3:lowdin_charge:R:1
C -1.71706 -2.19730 -0.73405 0.01
C -1.78280 -0.65192 -0.88292 -0.40
H -1.05251 -0.44309 -1.56799 0.10
H -2.74338 -0.31699 -1.25076 0.15
O -1.50372 -0.10811 0.12152 0.04
C -1.90671 1.03632 0.51673 -0.44
O -2.60511 1.60127 -0.26136 0.14
C -1.66498 1.39857 1.93650 -0.10
C -0.98432 0.62116 2.88426 -0.39
N -0.53064 -0.53427 2.75691 0.09
C 0.30757 -1.35901 3.85520 -0.48
O 0.37117 -0.95833 4.85256 0.23
C 0.62886 -2.50585 3.10719 -0.09
H 1.80968 -2.73137 3.77731 0.25
H -0.00703 -3.42776 3.54247 0.20
O 0.98938 -2.58797 1.77378 0.04
C 2.06882 -2.29299 1.17247 -0.58
O 3.18846 -2.45507 1.80697 0.09
C 1.86858 -2.29423 -0.06743 -0.10
C 1.88503 -1.03204 -0.76797 -0.04
C 1.62139 -0.96889 -2.22202 0.10
C 1.99322 -2.07002 -2.97861 -0.21
C 2.05735 -3.32621 -2.31389 -0.27
C 2.25347 -3.39424 -1.00837 0.12
H 2.04096 -4.56264 -0.44172 0.22
O 2.03641 -4.26358 -3.20822 -0.02
C 2.25248 -5.50562 -2.92682 -0.15
H 1.46196 -6.01612 -1.99118 0.17
H 3.36199 -5.66130 -2.29467 0.16
H 2.39225 -6.17034 -3.66908 0.03
O 1.69590 -2.06625 -4.25237 -0.05
C 1.44859 -0.81898 -5.04677 0.01
H 2.39619 -0.06215 -4.73355 0.16
H 0.57175 -0.23605 -4.83810 0.07
H 1.54342 -0.97080 -6.13542 0.09
H 1.60876 0.03681 -2.38789 0.08
N 1.47296 0.05820 0.03346 -0.22
O 1.94222 0.06329 1.26435 0.06
O 1.50069 1.16408 -0.48468 0.10
H -0.42160 -1.09996 1.89537 0.12
S -0.60388 1.71707 4.37753 1.08
C -1.16111 2.92148 3.71348 -0.61
C -1.80481 2.76208 2.34664 -0.16
C -2.47269 3.95515 1.50684 -0.15
H -3.15275 4.33319 2.29567 0.12
H -3.17000 3.62771 0.87239 0.06
C -1.45007 4.99337 1.02037 -0.38
C -2.17967 6.23848 0.36638 0.00
H -2.85554 5.63424 -0.31755 0.13
H -2.63150 6.47533 1.11735 -0.03
H -1.44156 6.71416 0.05427 -0.01
C -0.59838 4.11168 0.08799 -0.08
H -0.14171 3.39087 0.65481 0.03
H 0.20213 4.97146 -0.42546 0.15
H -1.12159 3.89035 -0.73299 0.02
H -0.61173 5.29481 1.99685 0.21
H -1.60084 3.81751 4.25104 0.10
H -2.45997 -2.56660 -0.08288 0.05
H -1.97579 -2.77120 -1.61907 0.07
H -0.61823 -2.40134 -0.31483 0.11
```

Values from the calculation:
Kohn-Sham gap (eV): 4.661
HOMO (eV): -6.6

no.,lowest unoccupied orbital energy (eV)
1,-7.5
2,2.5
3,-2.0